No. 1
Here is 2 unconnected molecules or ions with the total composition C3H8O2 from OMol25. Energies are from wB97M-V/def2-TZVPD.

Geometry as XYZ:
```
13
Properties=species:S:1:pos:R:3:forces:R:3
O 0.406361 -0.025528 1.821628 -0.437 0.214 -0.319
C -0.597644 0.307979 1.227478 0.284 -0.126 0.177
C -1.008669 -0.199158 -0.133084 0.053 -0.052 -0.006
C 0.139463 -0.745557 -0.991814 -0.231 0.207 -0.268
O 0.955711 -1.670264 -0.327486 0.133 -0.126 0.193
H -1.299127 1.020378 1.706668 0.019 -0.076 -0.016
H -1.758983 -0.982133 0.049708 0.089 0.046 0.041
H -1.539281 0.604160 -0.661639 0.104 -0.106 0.080
H -0.274569 -1.273961 -1.854353 -0.044 0.123 0.036
H 0.717793 0.101162 -1.391121 0.005 -0.095 0.122
H 1.215342 -1.263740 0.512271 -0.021 -0.093 -0.019
H 1.716265 1.820072 -0.181202 -0.009 0.070 0.020
H 1.327338 2.306590 0.222946 0.056 0.014 -0.040
```
Positions in Å, forces in eV/Å.

**Kohn-Sham gap**: 11.000 eV
**E_LUMO**: 0.032 Ha
**SMILES**: O=CCCO.[H][H]
**HOMO level**: -10.1195 eV

Calculated atomic charges, method Mulliken, unit e: -0.502, 0.064, -0.437, -0.426, -0.530, 0.341, 0.285, 0.313, 0.312, 0.204, 0.368, -0.061, 0.068

---

No. 2
Here is 3 unconnected molecules or ions with the total composition C3H8O2 at a distorted geometry from OMol25. Energies are from wB97M-V/def2-TZVPD.

Geometry as XYZ:
```
13
Properties=species:S:1:pos:R:3:forces:R:3
C 0.453964 0.092599 0.152554 0.803 3.831 0.856
C -1.036359 0.445534 0.031091 -0.332 -2.044 0.804
C 1.286931 0.162394 -1.098822 0.219 -0.998 0.169
O 0.925420 0.391667 1.267388 -0.202 -1.163 -1.434
O -1.553413 -0.087463 1.268844 -0.165 1.846 0.485
H -0.779552 0.128615 1.878151 -0.964 -0.108 -0.385
H -0.133224 -1.682638 0.540104 -2.146 -0.448 1.113
H -0.924397 -1.471320 1.011905 2.668 -1.043 -1.745
H -1.525015 -0.085937 -0.790315 0.009 0.177 0.081
H -1.201087 1.522961 -0.039684 0.268 -0.096 0.030
H 2.311933 -0.133062 -0.877920 -0.037 -0.021 -0.059
H 0.868074 -0.473018 -1.878337 0.064 0.002 -0.071
H 1.306724 1.189670 -1.464960 -0.185 0.065 0.155
```
Positions in Å, forces in eV/Å.

**Kohn-Sham gap**: 10.540 eV
**E_LUMO**: 0.020 Ha
**HOMO level**: -9.9852 eV

Calculated atomic charges, method Mulliken, unit e: 0.569, -0.273, -1.286, -0.637, -0.522, 0.415, -0.002, 0.138, 0.317, 0.281, 0.343, 0.330, 0.327

---

No. 3
Here is a gas-phase ion, C3H8O2P (charge -1) at a distorted geometry from OMol25. Energies are from wB97M-V/def2-TZVPD.

Geometry as XYZ:
```
14
Properties=species:S:1:pos:R:3:forces:R:3
C 1.760536 0.350034 0.042964 -1.659 2.227 -1.115
C 0.621000 0.173756 1.057436 -0.640 1.680 -2.793
P -1.063178 0.730132 0.383353 -0.436 -4.621 0.083
C -1.375281 -0.981787 -1.074095 0.868 6.121 -1.399
O -2.065889 0.402783 1.432983 -0.132 -0.065 0.473
O -1.071454 2.030300 -0.265489 0.622 1.763 -1.320
H 2.650623 0.016364 0.429638 2.346 -0.921 1.206
H 1.590209 -0.324596 -0.860339 -0.066 1.492 0.748
H 1.938001 1.493556 -0.133379 -0.518 -2.143 -0.488
H 0.725091 0.673522 1.984490 0.433 0.551 0.980
H 0.564067 -0.849003 1.170964 -0.659 -2.290 0.837
H -1.342416 -0.570544 -2.155851 0.032 -0.399 1.558
H -0.662539 -1.691975 -1.025794 2.853 -2.347 0.445
H -2.268770 -1.452542 -0.986883 -3.045 -1.048 0.785
```
Positions in Å, forces in eV/Å.

**Kohn-Sham gap**: 8.144 eV
**Total charge**: -1
**E_LUMO**: 0.152 Ha
**SMILES**: CC[P@@](C)(=O)[O-]
**HOMO level**: -4.0209 eV

Calculated atomic charges, method Mulliken, unit e: -0.964, -0.731, 0.809, -1.337, -0.736, -0.704, 0.435, 0.206, 0.211, 0.461, 0.309, 0.228, 0.368, 0.446

---

No. 4
Here is 2 unconnected molecules or ions with the total composition C3H8O2S at a distorted geometry from OMol25. Energies are from wB97M-V/def2-TZVPD.

Geometry as XYZ:
```
14
Properties=species:S:1:pos:R:3:forces:R:3
O 2.567127 0.586591 -0.834035 0.359 0.417 0.074
C 1.555514 0.404570 -0.221313 -1.285 -0.554 -0.582
C 1.036098 -0.951682 0.142484 0.507 -0.721 1.172
C -0.354605 -1.412655 -0.280371 -0.039 -0.194 0.290
S -0.557723 -3.181044 0.180054 0.074 0.059 0.110
H 0.847383 1.193360 0.095721 0.381 0.548 -0.056
H 1.786452 -1.706700 -0.054079 0.218 -0.142 -0.608
H 1.035822 -0.944427 1.240297 -0.196 0.084 0.120
H -0.519073 -1.397490 -1.351221 -0.012 0.479 -0.088
H -1.118478 -0.862151 0.273727 0.021 0.071 -0.446
H -1.734809 -3.057664 0.798877 -0.049 -0.006 0.013
O -1.353333 3.469286 0.134190 0.455 0.064 0.205
H -0.974372 4.364408 0.164306 -0.546 -0.481 -0.192
H -2.216002 3.495599 -0.288636 0.111 0.376 -0.012
```
Positions in Å, forces in eV/Å.

**Kohn-Sham gap**: 9.860 eV
**E_LUMO**: 0.022 Ha
**SMILES**: O=CCCS.O
**HOMO level**: -9.2569 eV

Calculated atomic charges, method Mulliken, unit e: -0.472, 0.066, -0.621, -0.502, -0.233, 0.240, 0.421, 0.289, 0.345, 0.335, 0.125, -0.626, 0.317, 0.315

---

No. 5
Here is a single C3H8O2Si2 molecule at a distorted geometry from OMol25. Energies are from wB97M-V/def2-TZVPD.

Geometry as XYZ:
```
15
Properties=species:S:1:pos:R:3:forces:R:3
C -0.413729 2.143014 -0.799242 -2.165 1.528 0.195
C -1.309088 1.209050 -0.462622 2.802 -2.779 0.260
C -1.626104 -1.626122 0.987420 2.855 2.260 0.078
O 2.244311 -0.187687 1.349704 -0.376 -0.232 2.314
O 0.733897 -0.879720 -0.904110 0.996 -0.585 0.123
Si 2.551013 -0.530689 -0.078185 -1.885 2.319 -2.901
Si -0.617128 -0.563127 -0.239849 -0.102 1.745 1.317
H -0.741938 3.196122 -0.820625 0.199 -0.366 0.440
H 0.597486 2.045266 -1.086406 0.835 -0.890 -0.616
H -2.135740 1.271831 0.182189 -1.640 1.186 -0.032
H -1.134364 -2.559458 0.950976 -0.497 -1.581 -0.320
H -1.487222 -1.271698 2.029185 -0.082 0.235 -0.666
H -2.575294 -1.381876 0.627471 -1.996 -0.797 -0.245
H 2.703306 0.701320 -0.979640 0.236 -0.527 0.283
H 3.210595 -1.566226 -0.756267 0.820 -1.516 -0.230
```
Positions in Å, forces in eV/Å.

**Kohn-Sham gap**: 8.017 eV
**E_LUMO**: -0.034 Ha
**HOMO level**: -8.9441 eV

Calculated atomic charges, method Mulliken, unit e: -0.475, -0.299, -0.980, -0.557, -0.302, 0.502, 0.665, 0.223, 0.200, 0.364, 0.297, 0.341, 0.345, -0.172, -0.151

---

No. 6
Here is 2 unconnected molecules or ions with the total composition C3H8O3 at a distorted geometry from OMol25. Energies are from wB97M-V/def2-TZVPD.

Geometry as XYZ:
```
14
Properties=species:S:1:pos:R:3:forces:R:3
O -1.563494 0.968033 -0.683883 -0.061 -0.477 -0.249
C -1.099251 0.921608 0.504818 0.375 0.734 0.407
C -0.019605 -0.050883 0.980417 -1.646 0.952 -1.149
C 1.387001 0.295727 0.448831 -0.869 -0.208 0.866
O 1.360153 0.450904 -0.961002 0.752 0.098 -0.219
H -1.592342 1.506460 1.303646 -0.044 -0.057 -0.018
H -0.139648 -0.032579 2.063499 0.717 -0.170 0.247
H -0.459474 -0.973215 0.584731 0.972 -0.520 0.130
H 1.662453 1.249959 0.901861 0.117 0.023 0.187
H 2.088885 -0.482699 0.788276 0.237 0.009 -0.324
H 1.917480 1.217930 -1.170569 -0.463 -0.461 0.088
H -1.053822 -0.908644 -1.612408 0.069 0.355 0.516
H -1.637932 -2.317307 -1.720256 0.042 0.079 0.054
O -0.850406 -1.845293 -1.427966 -0.198 -0.356 -0.536
```
Positions in Å, forces in eV/Å.

**Kohn-Sham gap (spin up / spin down)**: 3.717 / 7.423 eV
**2S+1**: 2
**Total charge**: -1
**E_LUMO (spin up / spin down)**: 0.158 / 0.149 Ha
**HOMO level (spin up / spin down)**: 0.5794 / -3.3652 eV

Calculated atomic charges, method Mulliken, unit e: -0.615, -0.489, -0.556, -0.950, -0.288, 0.381, 0.355, 0.164, 0.530, 0.256, 0.261, 0.310, 0.298, -0.657